Record 1
The following is a quantum chemistry calculation of C30H79AlBN5O10 as an isolated structure at a distorted geometry, from OMol25.

```
126
Properties=species:S:1:pos:R:3:lowdin_charge:R:1
Al 11.01 -19.93 -8.16 1.297
O 9.24 -19.45 -5.93 -0.297
O 12.03 -11.51 -10.15 -0.178
O 14.35 -16.32 -6.40 -0.182
O 7.95 -17.41 -17.35 -0.196
O 8.68 -15.43 -13.36 -0.183
O 15.87 -18.15 -8.69 -0.169
O 9.17 -19.55 -10.34 -0.278
O 11.64 -20.58 -11.00 -0.278
O 5.73 -15.51 -10.40 -0.200
O 3.56 -18.45 -9.45 -0.187
N 6.71 -16.03 -15.37 0.005
N 6.23 -17.90 -8.77 -0.017
N 13.43 -18.85 -9.56 0.024
N 8.09 -20.41 -8.09 -0.030
N 12.58 -14.67 -8.31 -0.003
C 13.23 -18.87 -11.02 -0.176
C 4.11 -18.84 -8.21 -0.223
C 7.98 -20.34 -10.51 -0.196
C 7.33 -15.01 -13.22 -0.218
C 13.22 -15.56 -6.04 -0.188
C 12.91 -20.24 -11.53 -0.208
C 5.19 -17.88 -7.74 -0.197
C 15.56 -15.63 -6.44 -0.097
C 17.22 -17.86 -8.41 -0.067
C 11.12 -21.70 -11.71 -0.074
C 6.77 -14.82 -14.60 -0.189
C 7.04 -16.68 -8.66 -0.178
C 6.30 -15.41 -9.11 -0.201
C 15.12 -17.07 -9.17 -0.211
C 7.93 -19.99 -5.71 -0.174
C 9.31 -18.60 -11.38 -0.081
C 5.03 -14.36 -10.80 -0.101
C 7.62 -20.98 -6.84 -0.157
C 7.80 -21.20 -9.29 -0.180
C 12.65 -12.45 -9.29 -0.206
C 8.42 -18.52 -18.10 -0.097
C 12.11 -11.79 -11.53 -0.102
C 9.43 -18.25 -5.19 -0.076
C 2.73 -17.32 -9.46 -0.088
C 12.87 -14.33 -6.91 -0.169
C 11.75 -13.65 -8.92 -0.174
C 9.49 -15.27 -12.22 -0.105
C 13.66 -17.46 -9.11 -0.192
C 6.19 -15.96 -16.73 -0.162
C 6.56 -17.23 -17.49 -0.217
B 10.51 -17.07 -8.61 -0.437
H 15.48 -14.78 -7.12 0.098
H 6.58 -15.05 -17.20 0.133
H 13.00 -16.75 -9.59 0.095
H 16.00 -15.38 -5.47 0.113
H 14.09 -18.46 -11.55 0.152
H 7.52 -16.59 -7.69 0.120
H 6.54 -21.15 -6.88 0.135
H 9.50 -18.52 -18.24 0.089
H 11.97 -13.91 -6.43 0.133
H 12.90 -20.33 -12.62 0.140
H 10.97 -21.43 -12.76 0.106
H 10.91 -13.37 -8.27 0.128
H 7.26 -14.11 -12.60 0.120
H 11.20 -17.43 -9.46 -0.032
H 13.15 -11.79 -11.88 0.093
H 11.73 -22.61 -11.69 0.106
H 10.28 -18.11 -11.32 0.057
H 8.52 -17.85 -11.28 0.085
H 11.56 -11.01 -12.04 0.096
H 5.11 -15.82 -16.66 0.131
H 3.29 -16.43 -9.16 0.071
H 12.85 -11.78 -8.45 0.129
H 10.15 -16.01 -8.90 0.044
H 13.63 -12.72 -9.69 0.128
H 15.21 -16.11 -8.65 0.102
H 11.67 -12.76 -11.81 0.064
H 17.72 -17.63 -9.37 0.103
H 10.46 -17.96 -5.38 0.076
H 12.40 -18.26 -11.39 0.118
H 10.17 -21.95 -11.24 0.076
H 17.73 -18.67 -7.89 0.106
H 7.13 -19.68 -10.70 0.125
H 7.91 -18.58 -19.07 0.090
H 3.95 -14.48 -10.64 0.091
H 13.42 -17.49 -8.04 0.108
H 2.28 -17.17 -10.43 0.100
H 8.15 -21.92 -6.63 0.133
H 4.46 -19.87 -8.31 0.117
H 5.78 -14.36 -14.46 0.130
H 9.58 -17.77 -8.50 -0.018
H 8.06 -21.00 -11.38 0.132
H 5.44 -15.27 -8.44 0.113
H 6.22 -17.19 -18.52 0.129
H 13.33 -15.19 -5.02 0.132
H 12.02 -15.54 -8.27 0.027
H 9.75 -14.23 -12.00 0.081
H 16.29 -16.27 -6.94 0.043
H 6.82 -15.79 -12.65 0.117
H 11.26 -14.01 -9.83 0.104
H 4.69 -16.95 -7.45 0.115
H 8.17 -19.45 -17.58 0.088
H 6.05 -18.08 -17.02 0.128
H 7.97 -20.49 -4.73 0.138
H 5.49 -18.28 -6.76 0.105
H 7.50 -19.59 -8.28 0.098
H 6.79 -21.62 -9.34 0.142
H 3.32 -18.94 -7.46 0.130
H 1.90 -17.48 -8.76 0.100
H 15.45 -16.83 -10.20 0.140
H 5.25 -13.49 -10.18 0.098
H 5.24 -14.06 -11.82 0.071
H 17.37 -16.94 -7.83 0.071
H 7.36 -14.06 -15.13 0.142
H 10.41 -15.85 -12.36 0.090
H 7.63 -16.46 -15.34 0.119
H 5.77 -17.93 -9.68 0.109
H 11.08 -17.11 -7.61 -0.035
H 6.97 -14.55 -9.05 0.131
H 9.00 -15.72 -11.36 0.065
H 7.86 -16.80 -9.37 0.071
H 13.72 -20.88 -11.16 0.140
H 12.30 -16.14 -5.99 0.101
H 9.14 -18.29 -4.14 0.104
H 13.62 -13.54 -6.92 0.119
H 8.79 -17.45 -5.58 0.090
H 9.25 -19.04 -12.38 0.113
H 14.32 -19.31 -9.41 0.124
H 8.52 -22.02 -9.31 0.122
H 7.16 -19.22 -5.64 0.111
```

charge: +2
relative energy (zero: lowest compared OMol25 entry of this formula, charge and spin): 0.0 kJ/mol
Kohn-Sham gap: 1.578 eV

=====

Record 2
The following is a quantum chemistry calculation of a 10-piece molecular cluster, C30H79ClFN2O15P2S overall at a distorted geometry, from OMol25.

```
131
Properties=species:S:1:pos:R:3:lowdin_charge:R:1
Cl 2.42 -1.21 -4.77 0.737
S 3.19 1.56 -0.20 0.459
P 2.91 0.53 -1.84 0.286
P -0.96 -1.15 1.88 1.030
F -1.59 -3.81 -3.30 -0.019
O 0.78 -7.43 0.68 -0.103
O -0.40 -1.98 3.20 -0.255
O 2.45 1.58 -2.98 -0.178
O 2.01 5.17 0.85 -0.110
O 0.09 0.67 -0.34 -0.149
O 1.94 -0.79 1.75 -0.022
O 4.75 4.62 -1.15 -0.110
O -5.31 7.61 1.26 -0.101
O 0.40 0.11 -5.52 0.113
O -0.23 -4.77 2.85 -0.107
O -4.82 -4.08 1.93 -0.122
O -4.32 -5.92 -4.14 -0.093
O 6.11 1.81 1.80 -0.120
O -1.79 5.18 0.25 -0.112
O 4.43 0.11 -2.32 -0.201
N 0.08 -1.56 0.40 -0.085
N 2.06 -0.93 -1.69 -0.168
C 7.83 2.23 3.45 -0.089
C 0.10 -0.21 -3.23 -0.070
C -2.24 -6.12 2.81 -0.069
C 0.32 -2.55 -2.40 -0.068
C 2.70 5.88 1.87 -0.309
C -1.68 2.42 1.71 -0.100
C -2.57 -1.97 1.45 -0.227
C 5.73 3.62 -1.43 -0.328
C 0.65 -1.04 -2.03 -0.372
C -5.33 8.60 0.24 -0.315
C 1.55 -1.66 0.74 -0.325
C 1.50 -8.62 0.99 -0.315
C -5.29 9.99 0.84 -0.089
C 4.15 6.10 1.47 -0.090
C -1.20 -2.88 -2.36 -0.191
C -1.27 -5.33 3.66 -0.274
C -2.07 1.77 0.36 -0.218
C -6.75 -4.29 0.48 -0.084
C 0.65 -9.55 1.84 -0.092
C 2.51 -1.65 -0.49 -0.120
C 0.86 -0.37 -4.58 -0.773
C -5.36 -4.79 0.81 -0.312
C -2.67 -6.13 -5.90 -0.093
C -4.15 -6.14 -5.54 -0.317
C 6.65 4.09 -2.54 -0.079
C -0.93 1.64 -0.66 -0.187
C 7.25 2.62 2.11 -0.330
C -0.20 -0.64 -0.76 -0.274
C -1.45 7.47 0.98 -0.075
C -2.27 6.20 1.13 -0.303
H 6.94 3.67 2.10 0.104
H -6.08 7.75 1.82 0.085
H -5.37 -5.86 1.03 0.114
H -4.39 10.12 1.44 0.073
H -3.31 6.39 0.89 0.089
H 4.69 6.65 2.25 0.078
H 3.50 -1.33 -0.12 0.122
H 0.66 -2.79 -3.43 0.111
H 0.82 -3.27 -1.74 0.118
H -2.84 2.42 -0.11 0.123
H -1.38 1.51 -1.67 0.125
H 1.19 -10.46 2.08 0.077
H -0.80 -5.97 4.41 0.121
H 8.13 1.18 3.45 0.077
H 0.10 0.87 -3.03 0.114
H -2.35 -2.97 1.01 0.033
H -3.24 -2.11 2.32 0.062
H -2.14 3.42 1.74 0.052
H 7.41 3.34 -2.76 0.076
H 0.24 -2.67 2.94 0.042
H -0.21 -2.53 0.17 0.127
H -2.56 0.79 0.50 0.066
H -3.16 -1.43 0.69 0.050
H -2.70 -5.48 2.05 0.053
H -0.65 -4.20 2.20 0.037
H -4.68 -5.35 -6.09 0.109
H -1.89 -2.02 -2.43 0.117
H 4.65 5.15 1.30 0.054
H -5.41 -4.24 2.68 0.092
H 4.25 4.77 -1.96 0.087
H 0.36 -9.06 2.77 0.068
H -5.30 10.75 0.05 0.076
H -2.53 -6.30 -6.97 0.076
H -1.81 8.25 1.64 0.076
H -0.59 2.56 1.86 0.081
H 2.65 -2.71 -0.79 0.138
H -0.87 5.01 0.48 0.063
H 1.99 2.29 -2.48 0.079
H 4.20 6.66 0.54 0.077
H 2.42 -8.35 1.52 0.109
H 1.57 0.10 1.60 0.071
H -4.60 -7.10 -5.79 0.113
H -0.95 -0.45 -3.47 0.141
H -0.27 -9.81 1.31 0.078
H 1.67 -2.67 1.19 0.166
H -4.68 -4.62 -0.03 0.107
H 2.19 6.83 2.02 0.106
H -6.15 10.15 1.49 0.074
H 4.91 -0.16 -1.51 0.070
H -0.40 7.27 1.20 0.062
H 6.29 3.43 -0.52 0.098
H 7.15 5.02 -2.25 0.078
H 2.45 4.32 0.73 0.028
H -3.03 -6.56 3.43 0.089
H -4.46 8.43 -0.40 0.107
H 1.77 -9.10 0.05 0.113
H -1.73 -6.93 2.29 0.069
H -1.41 -3.34 -1.36 0.112
H -2.13 1.88 2.57 0.067
H -7.42 -4.44 1.33 0.078
H -2.22 5.83 2.16 0.110
H -2.21 -5.18 -5.64 0.058
H 5.46 1.94 2.49 0.075
H 6.09 4.30 -3.45 0.074
H 0.55 -7.00 1.51 0.046
H -3.92 -5.07 -3.93 0.058
H 5.22 2.70 -1.71 0.050
H -1.78 -4.52 4.18 0.113
H -1.50 7.83 -0.05 0.079
H -1.29 -0.65 -0.97 0.152
H -6.24 8.46 -0.36 0.109
H -7.16 -4.82 -0.38 0.081
H 8.71 2.84 3.69 0.077
H -6.74 -3.22 0.27 0.076
H 7.98 2.47 1.31 0.112
H 7.09 2.36 4.24 0.074
H 2.64 5.30 2.80 0.108
H -0.41 2.62 -0.69 0.138
H -2.14 -6.91 -5.35 0.078
```

charge: +1
Kohn-Sham gap: 8.391 eV

=====

Record 3
The following is a quantum chemistry calculation of a 7-piece molecular cluster, C30H79N5O9 overall at a distorted geometry, from OMol25.

```
123
Properties=species:S:1:pos:R:3:lowdin_charge:R:1
O -2.79 4.10 -3.10 -0.061
O 0.82 4.00 -0.24 -0.197
O 4.38 1.35 2.29 -0.207
O -3.23 -2.92 -4.73 -0.238
O 0.95 0.42 -0.13 -0.210
O -4.74 -3.97 -0.36 -0.207
O -0.18 2.67 7.07 -0.168
O 4.08 -0.78 -0.06 -0.042
O 2.17 -5.87 -2.94 -0.183
N -1.74 4.94 2.61 0.046
N -3.84 -1.49 0.66 0.046
N 1.90 -0.68 2.33 -0.034
N -2.77 3.22 5.62 0.048
N 0.22 -4.07 -4.35 -0.071
C -5.01 -5.27 -0.89 -0.074
C -4.10 -2.30 -5.72 -0.102
C 6.05 0.36 -0.41 -0.049
C -1.12 -3.69 -3.89 -0.186
C 0.55 -0.06 2.18 -0.164
C -4.14 -3.05 -1.21 -0.213
C -0.80 4.21 -4.07 -0.062
C 0.12 4.92 0.79 -0.088
C 1.22 -3.76 -3.42 -0.230
C -1.85 -3.14 -5.15 -0.178
C 5.67 1.12 2.78 -0.126
C 5.39 -1.85 -1.59 -0.049
C 4.96 -0.48 -1.05 -0.506
C -3.67 -0.54 -1.59 -0.075
C 1.77 3.26 0.47 -0.159
C -4.32 -1.59 -0.73 -0.416
C -2.19 1.85 5.90 -0.375
C -1.73 3.23 -3.35 -0.477
C 0.37 2.91 8.33 -0.148
C 0.17 -0.36 0.71 -0.229
C 2.43 -4.71 -3.69 -0.210
C -1.33 1.82 7.18 -0.190
C -2.16 1.93 -4.07 -0.029
C -1.49 1.34 4.63 -0.084
C -0.88 4.12 1.74 -0.403
C 3.23 1.22 3.23 -0.177
C -1.82 3.23 0.90 -0.059
C 3.29 -6.73 -2.68 -0.099
C 0.70 0.37 -1.49 -0.090
C 2.75 -0.16 3.42 -0.199
H -1.30 2.52 0.25 0.060
H -2.86 -1.74 0.76 0.054
H 6.14 -2.36 -0.99 0.077
H -1.24 1.34 -4.03 0.070
H -0.29 4.99 -3.51 0.084
H -5.58 -5.89 -0.20 0.086
H 2.33 3.94 1.11 0.089
H -5.08 -2.19 -5.27 0.077
H -0.27 0.83 -1.70 0.067
H 0.81 -3.95 -2.43 0.116
H 1.51 0.92 -1.96 0.100
H -1.89 -3.90 -5.93 0.118
H 3.32 -4.23 -3.29 0.099
H -4.71 -3.05 -2.14 0.116
H -2.62 3.28 4.63 0.018
H -3.10 -3.35 -1.36 0.123
H -3.00 1.13 6.01 0.125
H -1.34 4.65 -4.91 0.087
H -3.81 -1.27 -5.92 0.074
H -2.51 3.72 0.23 0.082
H -0.26 3.36 9.10 0.083
H -0.43 5.64 0.18 0.114
H -0.89 -0.13 0.66 0.098
H 0.06 3.79 -4.60 0.075
H -1.38 0.28 4.84 0.074
H -2.69 4.69 2.37 0.060
H 0.22 -5.08 -4.30 0.106
H -1.62 5.90 2.32 0.064
H -1.25 -3.00 -3.05 0.104
H -4.26 -2.82 -6.67 0.080
H -2.45 4.99 -3.26 0.069
H -1.37 2.90 -2.38 0.106
H 4.30 -0.25 0.71 0.052
H -2.99 1.40 -3.60 0.057
H -0.16 -0.57 2.84 0.102
H 0.56 -0.65 -1.87 0.080
H 1.34 2.39 0.97 0.054
H 0.10 -1.41 0.40 0.125
H -4.30 -2.32 1.01 0.052
H 6.79 0.63 -1.16 0.085
H 0.66 1.99 8.85 0.082
H 0.41 0.98 2.47 0.079
H 6.41 1.52 2.08 0.078
H 2.91 -7.73 -2.91 0.079
H 4.29 -6.70 -3.10 0.090
H -3.86 -0.71 -2.65 0.067
H 2.23 -0.44 4.34 0.125
H 1.24 3.56 8.39 0.086
H -1.01 0.84 7.51 0.122
H -2.03 3.88 5.83 0.054
H 3.63 -0.80 3.46 0.116
H 2.33 -0.67 1.41 0.066
H -2.51 2.65 1.51 0.069
H -5.55 -5.18 -1.84 0.086
H 3.55 1.53 4.22 0.113
H 1.49 -2.71 -3.46 0.113
H 5.85 1.40 3.82 0.093
H 5.67 1.31 -0.02 0.075
H -2.60 -0.73 -1.49 0.063
H 6.58 -0.16 0.40 0.082
H -0.16 3.55 2.32 0.104
H 4.61 -2.61 -1.68 0.063
H -4.06 -5.78 -1.01 0.083
H -0.51 1.77 4.41 0.065
H 5.83 0.05 2.67 0.078
H -1.96 2.12 8.02 0.119
H -5.36 -1.27 -0.74 0.138
H 0.92 5.38 1.37 0.107
H 3.38 -6.79 -1.60 0.081
H -1.73 -4.54 -3.60 0.115
H -1.93 1.40 3.63 0.069
H -3.79 0.53 -1.45 0.081
H -1.45 -2.19 -5.48 0.116
H -2.42 2.06 -5.12 0.076
H 2.67 -4.80 -4.75 0.124
H 4.51 0.02 -1.91 0.131
H 5.79 -1.72 -2.60 0.073
H 2.45 1.97 3.13 0.111
H 2.44 2.78 -0.24 0.091
```

relative energy (zero: lowest compared OMol25 entry of this formula, charge and spin): 283.2 kJ/mol
Kohn-Sham gap: 9.182 eV
SMILES string: COC[C@H](C)N.COC[C@H](C)N.COC[C@H](C)N.COCCNCCOC.COCCNCCOC.CC(C)O.CC(C)O

=====

What is the formula in the second record? C30H79ClFN2O15P2S

=====

What is the Kohn-Sham gap in the first record? 1.578 eV